(1)
ORCA calculation (wB97M-V/def2-TZVPD) on 12 unconnected molecules or ions with the total composition H22NO14.

XYZ file:
```
37
Properties=species:S:1:pos:R:3:forces:R:3:nbo_charge:R:1
N -7.377 8.178 10.688 4.293 -1.305 -4.826 0.718
O -7.328 6.939 10.711 -1.921 -2.087 1.383 -0.579
O -6.638 8.769 11.469 -1.113 1.580 2.037 -0.511
O -7.642 8.651 9.541 -1.517 1.073 2.065 -0.533
O -6.705 7.160 7.497 0.247 0.022 -0.501 -0.980
H -6.281 6.355 7.814 0.167 -0.214 -0.465 0.477
H -7.114 7.485 8.299 -0.093 0.431 0.415 0.463
O -7.408 10.746 7.608 -0.521 0.845 0.779 -0.945
H -7.393 10.087 8.316 0.427 -0.299 -0.183 0.488
H -7.791 11.475 8.136 0.187 -0.248 -0.743 0.449
O -5.274 10.356 9.865 0.900 0.588 -0.524 -0.967
H -5.757 9.757 10.445 -0.203 0.382 0.294 0.477
H -5.463 11.266 10.125 -0.161 -0.418 0.074 0.456
O -8.365 6.441 13.879 -0.972 1.026 0.937 -0.949
H -8.813 5.644 13.657 -0.697 -0.913 -0.287 0.465
H -7.524 6.338 13.488 1.908 -0.108 -0.636 0.488
O -10.617 9.302 10.024 0.747 -0.203 1.400 -1.007
H -10.085 9.121 10.849 -1.266 0.450 -0.840 0.479
H -9.977 9.019 9.370 -0.122 -0.007 -0.982 0.488
O -6.235 4.688 8.595 3.239 -1.085 0.612 -0.947
H -5.577 4.787 9.332 -0.814 -0.162 -1.050 0.469
H -6.995 5.111 8.913 -2.265 0.706 0.687 0.490
O -9.559 8.493 7.549 -2.228 -1.338 -1.119 -0.943
H -8.649 8.269 7.564 1.504 -0.184 -0.146 0.485
H -9.950 7.672 7.132 0.558 1.414 0.804 0.467
O -5.421 5.281 12.231 0.543 0.680 0.285 -0.957
H -6.033 5.714 11.629 -0.345 0.191 -0.204 0.490
H -5.606 4.356 12.247 -0.374 -0.892 -0.181 0.458
O -5.115 7.798 13.829 0.765 0.318 0.620 -0.950
H -5.670 8.183 13.159 -0.662 0.106 -0.739 0.483
H -4.355 8.398 13.813 -0.122 -0.319 0.139 0.459
O -9.582 8.684 12.394 1.689 -0.528 -0.566 -0.957
H -10.001 8.690 13.231 -0.748 0.027 1.232 0.480
H -8.766 8.160 12.557 -0.828 0.322 0.071 0.497
O -8.919 5.470 8.701 2.140 1.305 0.490 -0.951
H -8.816 6.036 9.490 0.692 0.348 -0.383 0.489
H -9.762 5.175 8.889 -3.033 -1.503 0.054 0.460
```
Positions in Å, forces in eV/Å.

## Properties
Charge: -1
Multiplicity: 1
Frontier orbital gap (hartree): 0.3519


(2)
ORCA calculation (wB97M-V/def2-TZVPD) on 10 unconnected molecules or ions with the total composition H22NO9.

XYZ file:
```
32
Properties=species:S:1:pos:R:3:forces:R:3:nbo_charge:R:1
N -0.074 0.111 0.410 0.352 -0.047 -1.275 -0.941
H -0.762 0.839 0.191 -0.126 -0.110 0.213 0.464
H -0.320 -0.785 -0.051 -0.469 0.031 0.615 0.455
H 0.094 0.050 1.424 0.080 -0.032 -0.214 0.453
H 0.767 0.391 -0.125 0.116 0.348 0.674 0.463
O -0.976 1.712 -1.879 0.068 -0.111 -0.088 -0.967
H -0.683 2.506 -2.337 -0.115 0.092 0.027 0.485
H -1.205 1.098 -2.586 0.032 -0.045 -0.020 0.487
O 1.126 -1.203 -2.947 -0.426 -0.073 0.127 -0.970
H 1.582 -0.385 -3.158 0.034 -0.016 -0.061 0.468
H 1.416 -1.440 -2.054 0.309 0.063 -0.104 0.491
O -4.080 1.951 -0.567 -0.056 -0.095 0.060 -0.956
H -3.329 1.978 0.043 -0.079 0.056 -0.208 0.477
H -3.699 1.713 -1.416 0.001 0.050 -0.017 0.463
O 0.330 0.324 3.217 -0.059 -0.041 0.167 -0.967
H -0.149 -0.014 3.981 -0.023 0.000 0.019 0.493
H 1.117 0.740 3.583 0.052 0.021 -0.057 0.500
O 2.347 -1.478 -0.401 0.207 0.015 0.267 -0.990
H 2.076 -1.976 0.384 -0.212 0.102 0.142 0.508
H 3.294 -1.350 -0.273 0.060 -0.137 -0.137 0.489
O 2.204 1.575 -0.620 -0.079 -0.089 -0.085 -0.943
H 2.093 2.159 -1.378 0.017 0.085 0.042 0.486
H 2.840 0.912 -0.905 0.109 0.018 0.005 0.481
O 1.195 -2.774 2.007 0.029 -0.028 -0.385 -0.959
H 1.153 -3.619 1.545 0.016 -0.144 0.197 0.482
H 0.387 -2.738 2.529 0.026 0.048 0.070 0.488
O -1.005 -2.257 -0.818 0.133 -0.099 -0.157 -0.965
H -0.828 -2.332 -1.765 0.014 0.082 -0.058 0.506
H -1.066 -3.163 -0.501 -0.094 -0.008 0.010 0.491
O -1.869 2.267 1.173 0.084 -0.002 0.284 -0.965
H -2.150 1.965 2.044 -0.006 0.028 0.045 0.490
H -1.826 3.227 1.250 0.005 0.036 -0.099 0.501
```
Positions in Å, forces in eV/Å.

## Properties
Charge: +1
Multiplicity: 1
Frontier orbital gap (hartree): 0.3758


(3)
ORCA calculation (wB97M-V/def2-TZVPD) on 10 unconnected molecules or ions with the total composition H22NO9.

XYZ file:
```
32
Properties=species:S:1:pos:R:3:forces:R:3:nbo_charge:R:1
N -0.025 0.123 0.605 -6.994 1.278 -0.371 -0.820
H -0.455 0.436 1.472 0.295 -0.044 0.577 0.452
H 0.123 0.942 0.080 0.325 1.170 -1.197 0.441
H -0.790 -0.462 0.176 0.967 0.591 -0.043 0.465
H 0.731 -0.382 0.715 5.321 -3.353 1.062 0.438
O -1.391 2.360 -0.957 -2.072 0.686 3.126 -0.977
H -0.594 2.588 -1.383 1.368 1.002 -0.750 0.486
H -1.594 2.995 -0.168 0.858 -1.551 -2.475 0.503
O -0.729 -1.721 -2.331 -2.893 -0.427 -2.626 -1.000
H -1.712 -1.477 -2.225 1.878 0.023 0.615 0.511
H -0.844 -2.027 -3.298 0.809 0.392 1.943 0.487
O -2.940 0.040 -1.415 0.841 -3.873 2.441 -0.945
H -2.627 0.880 -1.454 1.994 4.219 0.291 0.481
H -3.531 0.042 -2.097 -2.877 -0.504 -2.774 0.471
O 1.503 -0.796 3.128 6.164 3.538 -2.902 -0.952
H 2.191 -0.224 3.654 -1.978 -1.824 -1.558 0.492
H 0.889 -1.020 3.706 -4.320 -1.702 4.357 0.462
O 1.972 -1.210 -1.824 -1.231 -2.140 -2.171 -0.968
H 2.376 -2.094 -1.885 0.905 0.404 0.945 0.482
H 1.328 -1.480 -2.552 0.342 1.697 1.346 0.498
O -2.828 1.242 2.035 4.497 7.325 -4.647 -0.995
H -3.181 2.178 2.001 -0.222 -2.612 0.866 0.513
H -3.178 0.568 2.438 -4.098 -4.776 3.783 0.486
O 3.528 0.100 0.079 -1.149 -0.416 -0.391 -0.963
H 2.936 -0.301 -0.596 0.952 0.030 0.276 0.475
H 2.968 0.843 0.335 0.620 0.196 0.047 0.461
O -0.432 -3.532 -0.011 2.680 -1.002 3.988 -0.978
H 0.525 -3.594 0.457 -3.399 0.382 -2.323 0.486
H -0.423 -3.144 -0.859 0.767 0.817 -1.633 0.488
O 2.138 2.394 0.581 0.012 -4.502 -2.926 -0.932
H 2.298 2.628 1.417 1.159 1.434 5.243 0.478
H 1.768 3.103 0.179 -1.521 3.542 -2.121 0.475
```
Positions in Å, forces in eV/Å.

## Properties
Charge: +1
Multiplicity: 1
Frontier orbital gap (hartree): 0.3633


(4)
ORCA calculation (wB97M-V/def2-TZVPD) on a molecular structure, H22NeO11.

XYZ file:
```
34
Properties=species:S:1:pos:R:3:forces:R:3:nbo_charge:R:1
Ne 11.566 -14.062 -13.230 0.124 0.018 -0.037 -0.001
O 10.823 -17.000 -15.524 0.124 0.073 -0.611 -0.957
H 10.839 -16.986 -14.567 0.033 -0.156 0.891 0.496
H 10.130 -16.384 -15.761 -0.173 0.029 -0.072 0.450
O 10.102 -11.488 -13.944 -0.292 0.107 -0.070 -0.951
H 11.055 -11.571 -13.991 0.417 -0.248 0.151 0.483
H 9.836 -11.273 -14.838 -0.062 0.111 -0.269 0.466
O 12.950 -11.027 -12.223 -0.193 0.067 0.843 -0.970
H 13.331 -11.439 -12.999 0.217 -0.464 -0.409 0.493
H 12.386 -10.336 -12.570 -0.210 0.266 0.139 0.461
O 13.446 -11.729 -14.751 0.340 0.340 0.235 -0.961
H 13.381 -10.781 -14.866 0.228 0.362 -0.201 0.464
H 12.824 -12.090 -15.383 -0.369 -0.690 -0.489 0.501
O 11.743 -12.999 -16.535 0.057 0.232 0.007 -0.949
H 11.503 -12.444 -17.276 0.012 0.124 -0.351 0.479
H 10.985 -13.568 -16.405 -0.118 -0.321 0.220 0.491
O 13.645 -17.069 -12.179 -0.119 -0.453 0.233 -0.962
H 14.030 -16.306 -12.610 0.127 0.727 -0.007 0.494
H 13.748 -17.779 -12.812 0.002 -0.339 -0.138 0.473
O 9.083 -14.998 -12.343 0.175 -0.332 0.008 -0.970
H 8.798 -14.092 -12.460 -0.255 0.678 0.194 0.497
H 8.557 -15.497 -12.969 -0.204 -0.240 -0.061 0.472
O 10.610 -12.056 -10.713 -0.489 -0.010 0.181 -0.961
H 11.441 -12.240 -11.151 0.529 0.256 -0.366 0.498
H 10.429 -12.844 -10.201 -0.045 -0.249 0.276 0.472
O 8.018 -12.088 -12.051 -0.877 -0.585 -0.132 -0.974
H 8.305 -11.921 -12.948 0.296 0.265 -0.067 0.476
H 8.823 -12.074 -11.534 0.694 0.339 0.194 0.494
O 14.970 -14.554 -12.448 -0.251 -0.030 -0.279 -0.941
H 15.162 -14.478 -11.514 -0.006 0.043 0.338 0.481
H 15.760 -14.944 -12.824 0.345 0.030 -0.154 0.473
O 10.838 -17.164 -12.443 -0.377 -0.390 -0.483 -0.998
H 11.761 -17.106 -12.197 0.679 -0.013 0.134 0.491
H 10.474 -16.309 -12.214 -0.357 0.452 0.151 0.489
```
Positions in Å, forces in eV/Å.

## Properties
Multiplicity: 1
Frontier orbital gap (hartree): 0.3813


(5)
ORCA calculation (wB97M-V/def2-TZVPD) on a molecular structure, H22NeO11.

XYZ file:
```
34
Properties=species:S:1:pos:R:3:forces:R:3:nbo_charge:R:1
Ne -6.683 -17.055 12.824 -0.009 0.004 -0.071 -0.001
O -5.970 -18.795 9.817 -0.464 -0.425 0.037 -0.976
H -5.664 -17.889 9.857 0.139 0.700 -0.143 0.499
H -5.291 -19.255 9.324 0.186 -0.197 -0.051 0.484
O -9.831 -16.642 12.026 0.257 0.062 0.050 -0.940
H -10.440 -16.371 11.339 -0.365 -0.063 -0.316 0.494
H -9.847 -15.922 12.657 -0.179 0.119 0.315 0.472
O -3.385 -18.122 11.564 0.350 -0.514 -0.567 -0.975
H -4.125 -17.633 11.204 -0.143 0.305 0.033 0.470
H -3.536 -18.125 12.510 -0.078 0.364 0.532 0.495
O -4.726 -19.663 14.115 0.293 -0.026 0.526 -0.979
H -5.330 -19.662 13.372 -0.647 -0.017 -0.489 0.489
H -3.919 -20.043 13.767 0.303 0.009 0.086 0.476
O -9.259 -19.274 13.020 -0.477 0.032 0.272 -0.969
H -9.572 -18.403 12.776 -0.191 0.127 -0.068 0.467
H -8.390 -19.336 12.623 0.379 -0.421 0.023 0.481
O -7.984 -15.243 10.489 0.530 0.389 -0.420 -0.962
H -8.384 -15.888 11.072 -0.300 -0.578 0.303 0.493
H -8.067 -14.412 10.958 0.003 0.311 0.033 0.467
O -6.720 -19.992 12.216 0.045 -0.119 0.665 -0.978
H -6.578 -19.464 11.431 0.381 0.368 -0.970 0.510
H -6.275 -20.820 12.033 -0.131 -0.374 -0.103 0.485
O -3.837 -16.807 14.037 0.427 0.263 -0.445 -0.977
H -4.436 -16.850 14.782 -0.552 -0.270 0.644 0.496
H -3.394 -15.964 14.134 0.224 0.146 -0.105 0.465
O -7.802 -15.323 15.200 -0.021 -0.184 -0.068 -0.929
H -7.416 -14.447 15.195 0.220 0.223 0.094 0.476
H -8.573 -15.249 14.638 -0.208 -0.041 0.016 0.458
O -5.295 -16.055 10.016 0.494 -0.269 -0.013 -0.988
H -4.720 -15.303 9.874 0.338 -0.016 -0.091 0.486
H -6.122 -15.672 10.309 -0.872 0.165 0.086 0.502
O -5.953 -17.583 15.730 0.211 0.367 0.244 -0.966
H -6.653 -17.106 15.285 -0.398 0.325 0.074 0.482
H -5.697 -18.267 15.111 0.255 -0.765 -0.113 0.492
```
Positions in Å, forces in eV/Å.

## Properties
Multiplicity: 1
Frontier orbital gap (hartree): 0.3575


(6)
ORCA calculation (wB97M-V/def2-TZVPD) on 11 unconnected molecules or ions with the total composition H22O11.

XYZ file:
```
33
Properties=species:S:1:pos:R:3:forces:R:3:nbo_charge:R:1
O -4.558 0.629 1.537 1.686 -0.040 -0.615 -0.942
H -4.380 0.643 0.583 -0.866 0.019 -0.024 0.459
H -3.601 0.502 1.736 -0.802 -0.021 0.621 0.481
O 2.850 1.877 -2.294 0.626 -1.962 -0.373 -0.935
H 3.488 1.336 -1.794 0.118 1.236 0.827 0.470
H 2.620 1.086 -2.820 -0.859 0.911 -0.544 0.465
O -0.321 2.390 -3.060 -0.212 -0.967 -0.731 -0.969
H -1.130 2.803 -2.751 0.489 0.546 0.296 0.488
H 0.497 2.804 -2.779 -0.276 0.379 0.202 0.491
O -1.291 -0.386 -2.513 0.087 0.407 0.218 -0.963
H -0.839 0.467 -2.626 0.161 -0.061 -0.158 0.493
H -2.175 -0.116 -2.245 -0.106 -0.276 0.008 0.465
O 0.815 2.402 2.795 1.360 1.030 1.406 -0.985
H -0.117 2.601 2.916 0.098 -0.887 -1.158 0.504
H 1.200 1.843 2.120 -1.382 -0.321 0.147 0.484
O 1.448 -3.694 3.434 0.247 -0.193 0.418 -0.945
H 0.549 -3.701 3.776 0.011 0.023 -0.168 0.468
H 1.378 -3.896 2.499 -0.214 0.240 -0.089 0.477
O 0.412 -2.574 0.921 -0.036 -0.016 -0.414 -0.947
H 0.288 -1.666 0.617 0.143 0.045 0.204 0.480
H 0.475 -3.064 0.093 -0.047 -0.031 0.039 0.467
O -2.444 -2.927 -0.853 -0.070 -0.837 -0.692 -0.926
H -3.151 -3.083 -1.495 -0.328 0.534 0.272 0.468
H -1.868 -3.644 -1.149 0.366 0.165 0.420 0.459
O -1.923 -0.402 0.596 -0.021 0.515 0.362 -0.985
H -1.333 -0.237 -0.151 -0.046 -0.283 0.006 0.491
H -1.739 -1.277 0.956 -0.051 -0.086 -0.411 0.491
O 3.673 0.898 0.841 0.381 0.075 -0.095 -0.946
H 4.168 0.178 0.436 -0.229 -0.167 0.058 0.471
H 4.365 1.365 1.327 -0.214 0.115 0.081 0.477
O 0.579 1.985 -0.269 1.133 0.511 1.255 -0.930
H 0.808 2.732 -0.832 -0.110 -0.217 -0.138 0.462
H 1.256 2.126 0.449 -1.039 -0.388 -1.231 0.462
```
Positions in Å, forces in eV/Å.

## Properties
SMILES: O.O.O.O.O.O.O.O.O.O.O
Multiplicity: 1
Frontier orbital gap (hartree): 0.3899


Please write out number 3 again, unchanged.
ORCA calculation (wB97M-V/def2-TZVPD) on 10 unconnected molecules or ions with the total composition H22NO9.

XYZ file:
```
32
Properties=species:S:1:pos:R:3:forces:R:3:nbo_charge:R:1
N -0.025 0.123 0.605 -6.994 1.278 -0.371 -0.820
H -0.455 0.436 1.472 0.295 -0.044 0.577 0.452
H 0.123 0.942 0.080 0.325 1.170 -1.197 0.441
H -0.790 -0.462 0.176 0.967 0.591 -0.043 0.465
H 0.731 -0.382 0.715 5.321 -3.353 1.062 0.438
O -1.391 2.360 -0.957 -2.072 0.686 3.126 -0.977
H -0.594 2.588 -1.383 1.368 1.002 -0.750 0.486
H -1.594 2.995 -0.168 0.858 -1.551 -2.475 0.503
O -0.729 -1.721 -2.331 -2.893 -0.427 -2.626 -1.000
H -1.712 -1.477 -2.225 1.878 0.023 0.615 0.511
H -0.844 -2.027 -3.298 0.809 0.392 1.943 0.487
O -2.940 0.040 -1.415 0.841 -3.873 2.441 -0.945
H -2.627 0.880 -1.454 1.994 4.219 0.291 0.481
H -3.531 0.042 -2.097 -2.877 -0.504 -2.774 0.471
O 1.503 -0.796 3.128 6.164 3.538 -2.902 -0.952
H 2.191 -0.224 3.654 -1.978 -1.824 -1.558 0.492
H 0.889 -1.020 3.706 -4.320 -1.702 4.357 0.462
O 1.972 -1.210 -1.824 -1.231 -2.140 -2.171 -0.968
H 2.376 -2.094 -1.885 0.905 0.404 0.945 0.482
H 1.328 -1.480 -2.552 0.342 1.697 1.346 0.498
O -2.828 1.242 2.035 4.497 7.325 -4.647 -0.995
H -3.181 2.178 2.001 -0.222 -2.612 0.866 0.513
H -3.178 0.568 2.438 -4.098 -4.776 3.783 0.486
O 3.528 0.100 0.079 -1.149 -0.416 -0.391 -0.963
H 2.936 -0.301 -0.596 0.952 0.030 0.276 0.475
H 2.968 0.843 0.335 0.620 0.196 0.047 0.461
O -0.432 -3.532 -0.011 2.680 -1.002 3.988 -0.978
H 0.525 -3.594 0.457 -3.399 0.382 -2.323 0.486
H -0.423 -3.144 -0.859 0.767 0.817 -1.633 0.488
O 2.138 2.394 0.581 0.012 -4.502 -2.926 -0.932
H 2.298 2.628 1.417 1.159 1.434 5.243 0.478
H 1.768 3.103 0.179 -1.521 3.542 -2.121 0.475
```
Positions in Å, forces in eV/Å.

## Properties
Charge: +1
Multiplicity: 1
Frontier orbital gap (hartree): 0.3633